12
Properties=species:S:1:pos:R:3 method="wB97M-V/def2-TZVPD" relative_energy_kcal_mol=16.16 total_energy_ha=-305.75346 charge=0 spin_multiplicity=1 homo_ev=-10.71 smiles=O.O.O.O e_lumo_ev=0.35 homo_lumo_gap_ev=11.1
O 11.2292 13.6112 19.9599
H 12.1612 13.6798 19.7226
H 10.7568 13.5943 19.1193
O 9.8107 15.9708 20.9662
H 10.3832 15.2598 20.6246
H 9.1302 16.0883 20.2954
O 10.6201 18.7629 22.6262
H 10.0737 17.9657 22.5871
H 10.7406 18.9283 23.5659
O 8.8212 16.1163 23.7214
H 8.8128 15.7798 22.8116
H 7.9785 16.5673 23.8342


12
Properties=species:S:1:pos:R:3 method="wB97M-V/def2-TZVPD" relative_energy_kcal_mol=31.76 total_energy_ha=-305.72859 charge=0 spin_multiplicity=1 homo_ev=-10.43 smiles=O.O.O.O e_lumo_ev=0.14 homo_lumo_gap_ev=10.6
O -1.5982 1.1767 2.3423
H -1.0714 0.7054 1.5666
H -0.9708 1.4466 2.9913
O 1.8420 -2.4572 -0.3788
H 1.4682 -1.8281 0.1171
H 1.1756 -2.8351 -0.9030
O 0.2850 0.1627 0.5515
H 0.0308 0.3467 -0.3295
H 1.0355 0.7814 0.5657
O -0.7734 0.8360 -1.7975
H -1.1172 0.1859 -2.4981
H -0.3060 1.4790 -2.2276


12
Properties=species:S:1:pos:R:3 method="wB97M-V/def2-TZVPD" relative_energy_kcal_mol=16.87 total_energy_ha=-305.75232 charge=0 spin_multiplicity=1 homo_ev=-10.67 smiles=O.O.O.O e_lumo_ev=0.40 homo_lumo_gap_ev=11.1
O 0.6276 0.2969 -0.6236
H 0.7958 -0.6318 -0.7835
H 0.5499 0.3664 0.3279
O 0.2187 -2.9503 -1.0389
H 0.6648 -3.0922 -1.8738
H -0.6952 -2.7964 -1.2782
O -0.8605 2.8231 -1.0833
H -0.3344 2.0260 -1.1472
H -0.5810 3.2299 -0.2631
O -0.2308 0.5932 2.4488
H -0.6404 -0.2523 2.2653
H 0.4855 0.3876 3.0495


12
Properties=species:S:1:pos:R:3 method="wB97M-V/def2-TZVPD" relative_energy_kcal_mol=25.97 total_energy_ha=-305.73782 charge=0 spin_multiplicity=1 homo_ev=-11.12 smiles=O.O.O.O e_lumo_ev=0.73 homo_lumo_gap_ev=11.9
H -0.5977 0.7824 0.5781
H -1.4533 0.8659 -0.6753
H -2.3568 -2.3710 -3.6519
H -3.1268 -3.6421 -3.9706
H 2.6859 3.6058 0.8019
H 1.6740 3.0090 1.7661
H 2.1231 -1.0299 1.6974
H 1.7708 -1.2326 3.1619
O -1.4783 0.5774 0.2440
O -2.8383 -3.0931 -3.2328
O 1.8620 3.1062 0.8258
O 1.7354 -0.5780 2.4554


12
Properties=species:S:1:pos:R:3 method="wB97M-V/def2-TZVPD" relative_energy_kcal_mol=28.84 total_energy_ha=-305.73325 charge=0 spin_multiplicity=1 homo_ev=-11.43 smiles=O.O.O.O e_lumo_ev=0.88 homo_lumo_gap_ev=12.3
O 4.5629 -6.3265 -2.0762
H 5.2561 -5.6924 -2.2259
H 4.9430 -7.1290 -1.6719
H -9.0544 5.6874 0.2036
O -9.8249 6.1983 0.4053
H -10.6868 5.7526 0.2652
O 5.7265 -2.8943 -2.1830
H 5.6797 -2.8200 -3.1288
H 4.8312 -2.7296 -1.8423
O -0.5226 3.0766 3.9539
H -0.1829 3.3510 3.0882
H 0.0061 3.5377 4.5790


12
Properties=species:S:1:pos:R:3 method="wB97M-V/def2-TZVPD" relative_energy_kcal_mol=73.59 total_energy_ha=-305.66193 charge=0 spin_multiplicity=1 homo_ev=-9.88 smiles=O.O.O.O e_lumo_ev=0.44 homo_lumo_gap_ev=10.3
O 0.4110 0.0829 -0.6011
H 0.9580 0.8099 -0.8987
H -0.4200 0.4913 -0.3587
O -1.6546 0.1138 0.4114
H -2.3608 -0.0022 -0.2242
H -1.9850 -0.2908 1.2136
O 2.3367 1.0726 -0.5251
H 2.2179 1.9811 -0.2482
H 2.6789 0.6280 0.2504
O -0.5686 -1.9856 0.3158
H -1.2923 -1.6832 0.8645
H -0.3211 -1.2179 -0.1996


12
Properties=species:S:1:pos:R:3 method="wB97M-V/def2-TZVPD" relative_energy_kcal_mol=14.99 total_energy_ha=-305.75532 charge=0 spin_multiplicity=1 homo_ev=-10.96 smiles=O.O.O.O e_lumo_ev=0.17 homo_lumo_gap_ev=11.1
O -3.0030 -0.8051 -0.8002
H -2.9449 -1.1287 -1.7048
H -2.2622 -1.2294 -0.3364
O 2.2537 1.6686 1.7811
H 1.8086 1.5813 0.9259
H 1.5419 1.7777 2.4212
O -0.4742 -1.5225 0.5022
H -0.0793 -0.6608 0.2690
H 0.2337 -2.1665 0.3976
O 0.9025 0.7720 -0.7713
H 0.4564 1.3862 -1.3695
H 1.5667 0.3273 -1.3146


12
Properties=species:S:1:pos:R:3 method="wB97M-V/def2-TZVPD" relative_energy_kcal_mol=19.84 total_energy_ha=-305.74759 charge=0 spin_multiplicity=1 homo_ev=-10.69 smiles=O.O.O.O e_lumo_ev=0.29 homo_lumo_gap_ev=11.0
O 0.7311 0.0434 2.0421
H 1.2831 -0.7036 2.2861
H 0.5151 -0.0396 1.1061
O 2.9191 0.5914 -0.8269
H 2.5671 1.4474 -0.5119
H 2.2271 0.2104 -1.3149
O -2.8659 0.0934 -0.2029
H -3.8259 0.0244 -0.3159
H -2.5009 -0.7106 0.1731
O -0.0609 -0.1226 -0.6379
H -0.9629 0.1744 -0.8029
H -0.0259 -1.0086 -0.9939


12
Properties=species:S:1:pos:R:3 method="wB97M-V/def2-TZVPD" relative_energy_kcal_mol=17.60 total_energy_ha=-305.75115 charge=0 spin_multiplicity=1 homo_ev=-10.88 smiles=O.O.O.O e_lumo_ev=0.33 homo_lumo_gap_ev=11.2
O 9.2842 -5.0183 -35.4914
H 10.1647 -5.0835 -35.0854
H 9.4041 -5.3182 -36.3979
O 9.4999 -4.2536 -31.9598
H 10.3254 -4.2112 -32.4592
H 9.7676 -4.4568 -31.0575
O 11.9081 -4.6582 -34.1714
H 12.3372 -5.4262 -33.7759
H 12.5795 -4.2672 -34.7523
O 13.5746 -2.6191 -35.5233
H 12.7486 -2.1669 -35.3060
H 13.5013 -2.8286 -36.4624


36
Properties=species:S:1:pos:R:3 method="wB97M-V/def2-TZVPD" relative_energy_kcal_mol=65.98 total_energy_ha=-3274.39095 charge=-1 spin_multiplicity=1 homo_ev=-4.98 e_lumo_ev=-2.86 homo_lumo_gap_ev=2.1
Hf -0.4924 3.0879 -0.5971
Hf -2.1059 -0.7911 -0.0249
S -0.8064 -2.8573 1.7260
O -1.2900 -2.9852 3.0796
O -0.6362 -1.3446 1.4880
O 0.3484 -3.6584 1.4953
O -1.8976 -2.9607 0.6715
S -1.4941 0.9062 -3.1989
O -2.0711 0.0789 -2.0925
O -0.7682 2.0533 -2.5131
O -0.5307 0.1244 -3.9292
O -2.5111 1.4639 -4.0565
S 0.3320 -2.8593 -1.8184
O -0.2131 -4.1971 -1.6322
O 1.6504 -2.7190 -1.2120
O 0.3872 -2.5713 -3.2558
O -0.5716 -1.8249 -1.2019
S -2.2975 1.9419 2.3341
O -3.5884 2.4875 2.6357
O -2.4133 0.5995 1.6608
O -1.6046 2.8464 1.2816
O -1.4075 1.8288 3.4555
O -0.4784 0.8519 -0.1485
H 0.3975 0.6478 0.2211
O 1.5322 -0.3789 3.2712
H 0.8154 -0.3879 2.6140
H 1.1698 0.1488 3.9922
O 2.8681 1.2420 1.4886
H 2.6715 0.8952 2.3792
H 2.6013 2.1656 1.5292
O 2.5856 -0.0986 -1.3420
H 2.4571 -0.0184 -2.2969
H 1.8669 -0.6883 -1.0495
O 1.5912 2.5628 -1.4389
H 1.9503 1.6390 -1.2046
H 1.9532 2.7694 -2.3105


14
Properties=species:S:1:pos:R:3 method="wB97M-V/def2-TZVPD" relative_energy_kcal_mol=104.55 total_energy_ha=-748.55869 charge=0 spin_multiplicity=1 homo_ev="-6.75 / -7.00" e_lumo_ev="-0.08 / 0.15" homo_lumo_gap_ev="6.7 / 7.1"
N -3.4727 -0.8509 -0.4879
N 2.2454 -1.0193 0.7030
N 2.4410 1.6614 -0.1206
Si -2.5059 0.4353 -0.0084
Si 1.7655 0.0916 -0.5589
H -4.4643 -0.7101 -0.4481
H -3.2069 -1.8138 -0.6162
H 1.9422 -0.8553 1.7133
H 1.8906 -1.9474 0.4984
H 2.4245 1.7180 0.9116
H 3.4605 1.6627 -0.5158
H -2.0546 0.3780 1.2593
H -2.9727 1.6031 -0.4861
H 2.5073 -0.3534 -1.8433


13
Properties=species:S:1:pos:R:3 method="wB97M-V/def2-TZVPD" relative_energy_kcal_mol=16.59 total_energy_ha=-285.85261 charge=0 spin_multiplicity=1 homo_ev=-10.95 smiles=N.O.O.O e_lumo_ev=0.77 homo_lumo_gap_ev=11.7
N 4.5227 0.1674 -0.9201
H 5.3574 0.6643 -1.1011
H 4.7139 -0.5362 -0.2914
H 4.3816 -0.2776 -1.8605
H -5.1070 2.1665 -0.0890
H -4.2895 0.9000 0.4676
O -5.2025 1.2812 0.3150
H 2.5246 0.5855 -0.1924
H 1.7494 1.8730 -0.5434
O 1.6694 1.0341 -0.0836
H -2.7722 -2.5390 1.0413
H -3.8264 -2.7444 2.0900
O -3.7213 -2.5748 1.1676


- Which of these has the lowest charge?
  H9Hf2O21S4


- Look up the charge of the eleventh one.
  0


Copy entry 7 word for word.
12
Properties=species:S:1:pos:R:3 method="wB97M-V/def2-TZVPD" relative_energy_kcal_mol=14.99 total_energy_ha=-305.75532 charge=0 spin_multiplicity=1 homo_ev=-10.96 smiles=O.O.O.O e_lumo_ev=0.17 homo_lumo_gap_ev=11.1
O -3.0030 -0.8051 -0.8002
H -2.9449 -1.1287 -1.7048
H -2.2622 -1.2294 -0.3364
O 2.2537 1.6686 1.7811
H 1.8086 1.5813 0.9259
H 1.5419 1.7777 2.4212
O -0.4742 -1.5225 0.5022
H -0.0793 -0.6608 0.2690
H 0.2337 -2.1665 0.3976
O 0.9025 0.7720 -0.7713
H 0.4564 1.3862 -1.3695
H 1.5667 0.3273 -1.3146